No. 1
This record from OMol25 describes an isolated molecule of C4H7N3S at a distorted geometry. The level of theory is the ωB97M-V functional and the def2-TZVPD basis.

Element x y z (Å)
H -3.1330 -1.0860 -0.5180
N -2.2421 -1.4740 -0.1887
C -1.6296 -0.3871 0.2185
N -0.3409 -0.3683 0.9228
C 0.4138 -1.5074 0.6250
C 1.7115 -1.7544 0.8498
N 0.2897 0.8379 1.0286
C 0.7009 1.5985 -0.0456
S 0.5199 1.3730 -1.6541
H -2.0223 0.6277 0.1333
H -0.2072 -2.3479 0.1673
H 2.2856 -0.9964 1.4708
H 2.1442 -2.7299 0.6306
H 0.3833 1.3234 1.9317
H 1.1051 2.5724 0.4239

Forces on atoms 1 to 3 (eV/Å):
0.11 -0.58 -0.21
1.27 3.23 1.18
0.03 -1.35 0.31

- energy above the lowest of the compared OMol25 structures with the same formula, charge and spin (kJ/mol) = 323.1
- SMILES = [H]/N=C/N(C=C)NC=S
- HOMO-LUMO gap (eV) = 9.14

=====

No. 2
This record from OMol25 describes C26H20IrN3O4STe as an isolated structure at a distorted geometry. The level of theory is the ωB97M-V functional and the def2-TZVPD basis.

Element x y z (Å)
Ir 1.2779 1.2537 -0.3031
C 2.9212 0.4227 -0.3381
C 4.1279 0.1386 -0.2637
C 5.4503 -0.2888 -0.1935
C 5.7641 -1.6647 -0.2594
C 7.0763 -2.0686 -0.1711
C 8.0835 -1.1181 -0.0117
C 7.7892 0.2425 0.0575
C 6.4824 0.6634 -0.0353
H 4.9650 -2.3815 -0.3917
H 7.3269 -3.1189 -0.2196
H 9.1133 -1.4432 0.0563
H 8.5857 0.9617 0.1871
H 6.2222 1.7118 0.0123
C -3.3112 1.8856 0.5926
Te -2.0050 1.7607 -1.0669
C -3.8078 1.5912 -2.1853
C -4.8758 2.2198 -1.3311
C -6.0761 2.6698 -1.8685
C -7.0523 3.1936 -1.0367
C -6.8283 3.2843 0.3306
C -5.6248 2.8578 0.8694
C -4.6437 2.3277 0.0403
H -2.8767 2.5818 1.3079
H -3.3407 0.8999 1.0643
H -3.9601 0.5092 -2.2715
H -3.7258 1.9919 -3.1929
H -6.2521 2.5967 -2.9344
H -7.9896 3.5334 -1.4558
H -7.5903 3.6962 0.9780
H -5.4435 2.9479 1.9330
C -1.3276 9.3278 0.4578
C -0.8033 7.9279 0.3269
C -1.2573 7.0830 -0.6839
C -0.7785 5.7904 -0.8006
C 0.1734 5.3478 0.1075
C 0.6489 6.1658 1.1255
C 0.1505 7.4504 1.2264
S 0.7289 3.7087 0.0319
O 2.0490 3.5621 0.6138
O 0.7380 3.2280 -1.3836
O -0.2476 2.8083 0.7447
H -2.0296 9.5672 -0.3381
H -0.5109 10.0495 0.4259
H -1.8380 9.4561 1.4134
H -1.9886 7.4468 -1.3940
H -1.1277 5.1402 -1.5926
H 1.3938 5.7969 1.8170
H 0.5110 8.0998 2.0140
O 0.4682 -0.1734 0.6761
N 1.1151 -0.9060 1.6378
C 1.6261 -1.9752 1.1582
C 1.5012 -2.3823 -0.2198
N 1.4025 -2.7209 -1.3115
C 2.3430 -2.8424 2.0556
N 2.9086 -3.5528 2.7561

Forces on atoms 1 to 3 (eV/Å):
-1.27 0.09 1.19
-0.17 0.85 -0.52
0.92 -0.64 0.03

- energy above the lowest of the compared OMol25 structures with the same formula, charge and spin (kJ/mol) = 277.7
- ⟨S²⟩ = 0.985
- 2S+1 = 2
- HOMO-LUMO gap (spin up / spin down) (eV) = 2.69 / 3.64
- net charge = +1

=====

No. 3
This record from OMol25 describes C10H6Cl12CrO4 as an isolated structure at a distorted geometry. The level of theory is the ωB97M-V functional and the def2-TZVPD basis.

Element x y z (Å)
Cr 0.2234 0.0259 0.5678
C 1.1670 2.0403 -2.8984
C 0.7920 1.1993 -1.8572
C 0.2525 -0.2242 -2.1749
O -0.0898 -0.8997 -1.1307
C 0.2516 -0.7196 -3.4744
C 0.7326 0.1015 -4.5017
C 1.1981 1.4999 -4.2098
O 1.6523 2.1885 -5.1268
O 0.7513 -0.3262 -5.6601
O 0.7444 1.5202 -0.6105
H 1.5174 3.0386 -2.6912
H -0.2194 -1.6788 -3.6250
C -1.0882 -3.3851 2.7491
Cl 0.3284 -3.5919 3.7868
Cl -0.7286 -2.1748 1.4617
Cl -2.4733 -2.9026 3.6762
H -1.3321 -4.3238 2.2682
C -3.7180 0.5100 0.1780
Cl -4.1706 -0.4369 1.6072
Cl -3.5779 -0.4212 -1.3072
Cl -2.1807 1.3286 0.4789
H -4.5481 1.1971 0.0743
C -1.1505 1.2923 4.6347
Cl -1.2819 2.9415 4.0626
Cl -0.1907 0.3190 3.4969
Cl -2.7558 0.6366 4.9570
H -0.6797 1.2568 5.6095
C 4.2443 -0.0724 -0.0341
Cl 4.5950 1.5826 0.4259
Cl 3.9849 -0.1733 -1.7789
Cl 2.7154 -0.5977 0.7877
H 5.0344 -0.7502 0.2584

Forces on atoms 1 to 3 (eV/Å):
-0.09 0.72 -1.34
-0.64 -1.56 2.61
-0.56 -0.04 -2.73

- energy above the lowest of the compared OMol25 structures with the same formula, charge and spin (kJ/mol) = 0.0
- ⟨S²⟩ = 6.019
- 2S+1 = 5
- HOMO-LUMO gap (spin up / spin down) (eV) = 6.39 / 6.54

=====

No. 4
This record from OMol25 describes an isolated molecule of C8H11N3O2 at a distorted geometry. The level of theory is the ωB97M-V functional and the def2-TZVPD basis.

Element x y z (Å)
H -1.6767 -3.0832 -1.0486
N -1.4834 -2.2459 -0.6103
C -0.7580 -1.3614 -1.0637
C -0.3647 -0.1706 0.1194
C -1.0845 -0.6902 1.3221
O -1.3177 0.1048 2.1997
C -1.3351 -2.1913 1.4896
O -0.3457 -2.8436 1.7767
C -0.7615 1.2486 -0.2717
C 0.5624 1.8947 -0.6062
C 0.7381 3.3538 -0.8049
N 1.5345 1.1582 -0.2641
N 1.0689 -0.0504 0.1812
C 1.9623 -1.2001 0.3206
H -0.6742 -0.9912 -2.1681
H -2.3940 -2.4432 1.6835
H -1.3769 1.7772 0.5464
H -1.4107 1.2712 -1.1088
H -0.2103 3.6893 -1.1839
H 1.5013 3.3902 -1.5782
H 1.1932 3.7490 0.0970
H 3.0119 -0.8557 0.3506
H 1.8180 -1.7570 1.2128
H 1.8029 -1.7531 -0.5910

Forces on atoms 1 to 3 (eV/Å):
-1.00 -1.79 -1.87
0.48 -0.03 1.84
-0.20 5.01 -0.56

- energy above the lowest of the compared OMol25 structures with the same formula, charge and spin (kJ/mol) = 199.5
- SMILES = [H]/N=C/[C@]1(C(=O)C=O)CC(C)=NN1C
- HOMO-LUMO gap (eV) = 8.25

=====

No. 5
This record from OMol25 describes C24H26N2O4SW as an isolated structure. The level of theory is the ωB97M-V functional and the def2-TZVPD basis.

Element x y z (Å)
W -0.3694 0.3067 -0.2246
C 1.8162 2.3081 1.9754
C 0.5218 2.1448 1.2375
C -0.5579 1.5130 1.8615
C -0.4892 0.9795 3.2634
C -1.8457 1.5347 1.2040
C -3.0468 0.9839 1.9117
C -2.0225 2.1994 -0.0263
C -3.4052 2.4572 -0.5405
C -0.8819 2.5637 -0.7745
C -1.0786 3.1208 -2.1559
C 0.3986 2.5498 -0.1276
C 1.5851 3.1950 -0.7991
H 1.6789 3.0554 2.7606
H 2.6232 2.6436 1.3356
H 2.1212 1.3801 2.4546
H -0.7072 -0.0892 3.2748
H -1.2415 1.4718 3.8803
H 0.4781 1.1432 3.7239
H -3.5374 1.7950 2.4584
H -2.7836 0.2048 2.6153
H -3.7638 0.5660 1.2087
H -3.8089 1.5859 -1.0615
H -3.4216 3.2984 -1.2269
H -4.0707 2.6827 0.2899
H -1.3040 4.1884 -2.1011
H -1.9149 2.6283 -2.6488
H -0.2059 2.9993 -2.7891
H 2.4735 2.5703 -0.7443
H 1.8097 4.1298 -0.2821
H 1.4003 3.4381 -1.8382
O 3.7741 -0.7298 -0.8032
C 2.4944 -0.7099 -0.5635
O 1.8822 0.2635 -0.1067
C 1.7298 -1.9405 -0.7687
C 2.2044 -3.2008 -1.0548
C 1.3248 -4.2749 -0.9032
C 0.0660 -4.0486 -0.3661
C -0.3149 -2.7456 -0.0861
N 0.4676 -1.7149 -0.3801
C -1.5126 -2.3063 0.7110
O -2.3664 -3.0540 1.0826
O -1.4027 -1.0194 1.0062
H 4.2077 0.0975 -0.5316
H 3.2363 -3.3396 -1.3471
H 1.6451 -5.2814 -1.1352
H -0.6155 -4.8533 -0.1232
S -2.0792 -0.5086 -1.6872
C -0.9005 -0.0979 -2.9086
C -0.9925 -0.2351 -4.2843
C 0.0965 0.1437 -5.0475
C 1.2458 0.6344 -4.4249
C 1.2728 0.7279 -3.0536
N 0.2140 0.3655 -2.3069
H -1.9006 -0.6222 -4.7256
H 0.0565 0.0606 -6.1256
H 2.1088 0.9393 -4.9991
H 2.1385 1.1101 -2.5323

Forces on atoms 1 to 3 (eV/Å):
0.71 -0.16 0.13
0.04 -0.02 -0.06
-0.03 0.07 0.07

- energy above the lowest of the compared OMol25 structures with the same formula, charge and spin (kJ/mol) = 26.7
- HOMO-LUMO gap (spin up / spin down) (eV) = 6.88 / 6.89
- net charge = +2

=====

No. 6
This record from OMol25 describes a 10-piece molecular cluster, C49H118N6O22 overall at a distorted geometry. The level of theory is the ωB97M-V functional and the def2-TZVPD basis.

Element x y z (Å)
C -9.2108 2.2513 -1.5908
C -9.8088 1.6864 -0.2443
O -8.7572 1.0154 0.4172
C -8.8238 0.5855 1.6265
O -9.8412 0.8068 2.3777
O -7.8194 -0.2255 1.7918
C -7.6922 -1.0586 2.9808
H -8.5165 1.6274 -2.1537
H -8.6584 3.1721 -1.4035
H -10.0914 2.4242 -2.2095
H -10.6405 1.0175 -0.4658
H -10.2548 2.5017 0.3252
H -6.7286 -1.5661 2.9350
H -8.5537 -1.7151 3.1028
H -7.5833 -0.3266 3.7811
C -0.0787 -14.2733 1.3244
C 0.0743 -12.8211 0.7571
O 0.9375 -12.0318 1.5471
C 2.2613 -11.9672 1.4382
O 2.9330 -12.6928 0.6357
O 2.7228 -10.8786 2.0963
C 4.1181 -10.6196 2.0107
H -1.0521 -14.4232 1.7916
H 0.6905 -14.3072 2.0960
H 0.0894 -14.8666 0.4256
H -0.9183 -12.4217 0.5493
H 0.6164 -12.9103 -0.1844
H 4.6736 -11.4925 2.3535
H 4.4135 -9.7573 2.6085
H 4.4441 -10.4101 0.9919
C -0.3827 9.6465 1.4041
C -0.0552 10.2441 0.0173
O -1.1647 10.5292 -0.9046
C -2.0004 11.5644 -0.6116
O -1.6749 12.3902 0.2619
O -3.1960 11.4693 -1.3224
C -4.1725 12.4280 -1.0713
H -1.0322 10.2628 2.0257
H 0.4624 9.4941 2.0755
H -0.7871 8.6343 1.3992
H 0.7067 9.7080 -0.5486
H 0.4494 11.1731 0.2828
H -5.1263 12.2629 -1.5724
H -3.9136 13.4630 -1.2948
H -4.4593 12.3996 -0.0201
C -7.5540 -11.2955 3.3111
O -6.8032 -10.0786 3.2516
C -6.1452 -9.7366 4.4819
C -7.0149 -9.0172 5.4910
N -6.3495 -8.2154 6.4807
C -7.4335 -7.5678 7.2572
C -6.8439 -6.6902 8.4064
O -6.1319 -5.5491 7.8721
C -5.6101 -4.7109 8.8296
H -8.5289 -11.0907 3.7536
H -7.0111 -12.1696 3.6704
H -7.8417 -11.6034 2.3058
H -5.4105 -8.9751 4.2206
H -5.5662 -10.5859 4.8447
H -7.5003 -9.8528 5.9952
H -7.8286 -8.4806 5.0029
H -5.8058 -7.4538 6.1005
H -8.1171 -8.3419 7.6059
H -7.9090 -6.8924 6.5460
H -6.0771 -7.1812 9.0055
H -7.6277 -6.2838 9.0456
H -5.0227 -3.8777 8.4437
H -4.8811 -5.0814 9.5503
H -6.4177 -4.2404 9.3903
C 0.3241 -7.1584 -4.1149
O 1.3718 -6.2434 -3.8551
C 2.5415 -6.8219 -3.3053
C 3.5361 -6.9052 -4.4713
N 4.3527 -5.7412 -4.7167
C 3.6130 -4.4968 -5.0584
C 4.5570 -3.3127 -5.2560
O 5.2024 -3.5528 -6.4678
C 5.9808 -2.3629 -6.7861
H -0.5552 -6.6844 -4.5511
H 0.0774 -7.6882 -3.1948
H 0.7455 -7.8539 -4.8408
H 2.4492 -7.8940 -3.1318
H 2.9769 -6.2650 -2.4756
H 2.9923 -7.1138 -5.3926
H 4.2558 -7.7010 -4.2794
H 5.0739 -5.9164 -5.4019
H 2.8959 -4.1714 -4.3047
H 3.0273 -4.6914 -5.9568
H 5.1746 -3.1205 -4.3787
H 3.8569 -2.4774 -5.2676
H 6.9366 -2.2396 -6.2768
H 5.3493 -1.4909 -6.6154
H 6.1280 -2.5138 -7.8555
C -0.3948 -3.9426 1.6368
O 0.0447 -2.6487 2.1479
C 1.1334 -2.0412 1.5389
C 0.7900 -1.6729 0.1187
N -0.1532 -0.4672 0.0746
C -0.5258 -0.0896 -1.2510
C 0.3547 0.9420 -1.9186
O -0.3608 1.4118 -3.1400
C 0.0105 2.7152 -3.4334
H 0.2253 -4.6016 1.0291
H -1.3603 -3.8719 1.1359
H -0.6085 -4.6203 2.4633
H 1.9756 -2.7331 1.5470
H 1.4344 -1.1083 2.0154
H 0.4791 -2.4804 -0.5442
H 1.7189 -1.3617 -0.3592
H -0.9213 -0.8048 0.6369
H -1.5605 0.2482 -1.1933
H -0.4964 -0.9834 -1.8743
H 1.4030 0.7030 -2.0976
H 0.5593 1.7327 -1.1968
H 0.0205 3.4260 -2.6072
H -0.7368 3.1333 -4.1078
H 1.0434 2.8723 -3.7443
C -7.1181 -1.7555 -7.4037
O -6.8511 -0.3877 -7.6346
C -5.5520 -0.1353 -8.0577
C -5.5942 1.3703 -8.2976
N -6.6221 1.7529 -9.2770
C -7.2182 3.1265 -8.9723
C -8.2754 3.4418 -10.0261
O -9.1594 2.3551 -10.2120
C -10.3185 2.4848 -9.3734
H -8.1485 -1.8924 -7.0755
H -6.3928 -2.2245 -6.7388
H -6.9878 -2.2075 -8.3869
H -5.3581 -0.7199 -8.9570
H -4.8108 -0.3397 -7.2851
H -4.6795 1.8358 -8.6645
H -5.5326 1.8446 -7.3181
H -7.3384 1.0441 -9.2087
H -6.4114 3.8579 -9.0177
H -7.6512 3.1096 -7.9722
H -7.9237 3.5464 -11.0525
H -8.8291 4.3411 -9.7565
H -11.1283 1.7753 -9.5437
H -10.7375 3.4872 -9.4610
H -10.1381 2.5891 -8.3035
C 13.4367 1.2874 14.1210
O 12.2741 1.8419 13.6859
C 12.6235 2.9119 12.8456
C 11.3605 3.4736 12.1381
N 10.9168 2.6004 10.9960
C 9.6022 2.8138 10.3961
C 9.1693 1.6879 9.4209
O 8.4082 0.7043 10.0340
C 8.0699 -0.3792 9.1982
H 13.1671 0.7090 15.0047
H 14.0874 2.0417 14.5633
H 13.8775 0.6282 13.3732
H 13.4525 2.6419 12.1914
H 13.0718 3.6979 13.4534
H 11.4424 4.5002 11.7808
H 10.6828 3.4363 12.9909
H 10.8077 1.7253 11.4884
H 9.6227 3.8076 9.9490
H 8.7435 2.7562 11.0650
H 10.0573 1.2240 8.9916
H 8.7115 2.1301 8.5361
H 8.8750 -1.0759 8.9646
H 7.4668 -0.1364 8.3234
H 7.4246 -1.1411 9.6354
C 8.0292 13.2996 -2.7350
O 7.3607 13.2849 -4.0155
C 6.9816 11.9402 -4.4166
C 6.1605 11.9255 -5.7020
N 6.1931 10.6101 -6.3326
C 5.4774 10.7806 -7.6168
C 5.2709 9.4420 -8.4493
O 3.9142 8.9522 -8.2170
C 3.6307 7.7159 -8.8250
H 8.9118 12.6742 -2.6010
H 7.2859 13.0817 -1.9682
H 8.2842 14.3252 -2.4682
H 6.3760 11.5634 -3.5923
H 7.8978 11.3497 -4.4135
H 6.6747 12.6079 -6.3788
H 5.1696 12.3656 -5.5906
H 7.1545 10.3019 -6.3599
H 6.1444 11.4484 -8.1620
H 4.5217 11.3046 -7.6302
H 6.0423 8.8011 -8.0223
H 5.3776 9.5949 -9.5232
H 3.4518 7.8813 -9.8874
H 2.7106 7.1478 -8.6881
H 4.3657 6.9215 -8.6946
C -2.5433 1.5470 5.4103
O -1.3628 1.2898 6.2489
H -3.0669 0.7031 4.9611
H -3.3074 2.0522 6.0010
H -2.3543 2.2040 4.5613
H -1.4317 0.3366 6.3399

Forces on atoms 1 to 3 (eV/Å):
-0.74 -0.10 1.07
0.24 0.73 -1.60
0.97 0.82 -1.82

- SMILES = CCOC(=O)OC.CCOC(=O)OC.CCOC(=O)OC.COCCNCCOC.COCCNCCOC.COCCNCCOC.COCCNCCOC.COCCNCCOC.COCCNCCOC.CO
- HOMO-LUMO gap (eV) = 8.60

=====

Copy entry 3 word for word.
This record from OMol25 describes C10H6Cl12CrO4 as an isolated structure at a distorted geometry. The level of theory is the ωB97M-V functional and the def2-TZVPD basis.

Element x y z (Å)
Cr 0.2234 0.0259 0.5678
C 1.1670 2.0403 -2.8984
C 0.7920 1.1993 -1.8572
C 0.2525 -0.2242 -2.1749
O -0.0898 -0.8997 -1.1307
C 0.2516 -0.7196 -3.4744
C 0.7326 0.1015 -4.5017
C 1.1981 1.4999 -4.2098
O 1.6523 2.1885 -5.1268
O 0.7513 -0.3262 -5.6601
O 0.7444 1.5202 -0.6105
H 1.5174 3.0386 -2.6912
H -0.2194 -1.6788 -3.6250
C -1.0882 -3.3851 2.7491
Cl 0.3284 -3.5919 3.7868
Cl -0.7286 -2.1748 1.4617
Cl -2.4733 -2.9026 3.6762
H -1.3321 -4.3238 2.2682
C -3.7180 0.5100 0.1780
Cl -4.1706 -0.4369 1.6072
Cl -3.5779 -0.4212 -1.3072
Cl -2.1807 1.3286 0.4789
H -4.5481 1.1971 0.0743
C -1.1505 1.2923 4.6347
Cl -1.2819 2.9415 4.0626
Cl -0.1907 0.3190 3.4969
Cl -2.7558 0.6366 4.9570
H -0.6797 1.2568 5.6095
C 4.2443 -0.0724 -0.0341
Cl 4.5950 1.5826 0.4259
Cl 3.9849 -0.1733 -1.7789
Cl 2.7154 -0.5977 0.7877
H 5.0344 -0.7502 0.2584

Forces on atoms 1 to 3 (eV/Å):
-0.09 0.72 -1.34
-0.64 -1.56 2.61
-0.56 -0.04 -2.73

- energy above the lowest of the compared OMol25 structures with the same formula, charge and spin (kJ/mol) = 0.0
- ⟨S²⟩ = 6.019
- 2S+1 = 5
- HOMO-LUMO gap (spin up / spin down) (eV) = 6.39 / 6.54

=====

Copy entry 2 word for word.
This record from OMol25 describes C26H20IrN3O4STe as an isolated structure at a distorted geometry. The level of theory is the ωB97M-V functional and the def2-TZVPD basis.

Element x y z (Å)
Ir 1.2779 1.2537 -0.3031
C 2.9212 0.4227 -0.3381
C 4.1279 0.1386 -0.2637
C 5.4503 -0.2888 -0.1935
C 5.7641 -1.6647 -0.2594
C 7.0763 -2.0686 -0.1711
C 8.0835 -1.1181 -0.0117
C 7.7892 0.2425 0.0575
C 6.4824 0.6634 -0.0353
H 4.9650 -2.3815 -0.3917
H 7.3269 -3.1189 -0.2196
H 9.1133 -1.4432 0.0563
H 8.5857 0.9617 0.1871
H 6.2222 1.7118 0.0123
C -3.3112 1.8856 0.5926
Te -2.0050 1.7607 -1.0669
C -3.8078 1.5912 -2.1853
C -4.8758 2.2198 -1.3311
C -6.0761 2.6698 -1.8685
C -7.0523 3.1936 -1.0367
C -6.8283 3.2843 0.3306
C -5.6248 2.8578 0.8694
C -4.6437 2.3277 0.0403
H -2.8767 2.5818 1.3079
H -3.3407 0.8999 1.0643
H -3.9601 0.5092 -2.2715
H -3.7258 1.9919 -3.1929
H -6.2521 2.5967 -2.9344
H -7.9896 3.5334 -1.4558
H -7.5903 3.6962 0.9780
H -5.4435 2.9479 1.9330
C -1.3276 9.3278 0.4578
C -0.8033 7.9279 0.3269
C -1.2573 7.0830 -0.6839
C -0.7785 5.7904 -0.8006
C 0.1734 5.3478 0.1075
C 0.6489 6.1658 1.1255
C 0.1505 7.4504 1.2264
S 0.7289 3.7087 0.0319
O 2.0490 3.5621 0.6138
O 0.7380 3.2280 -1.3836
O -0.2476 2.8083 0.7447
H -2.0296 9.5672 -0.3381
H -0.5109 10.0495 0.4259
H -1.8380 9.4561 1.4134
H -1.9886 7.4468 -1.3940
H -1.1277 5.1402 -1.5926
H 1.3938 5.7969 1.8170
H 0.5110 8.0998 2.0140
O 0.4682 -0.1734 0.6761
N 1.1151 -0.9060 1.6378
C 1.6261 -1.9752 1.1582
C 1.5012 -2.3823 -0.2198
N 1.4025 -2.7209 -1.3115
C 2.3430 -2.8424 2.0556
N 2.9086 -3.5528 2.7561

Forces on atoms 1 to 3 (eV/Å):
-1.27 0.09 1.19
-0.17 0.85 -0.52
0.92 -0.64 0.03

- energy above the lowest of the compared OMol25 structures with the same formula, charge and spin (kJ/mol) = 277.7
- ⟨S²⟩ = 0.985
- 2S+1 = 2
- HOMO-LUMO gap (spin up / spin down) (eV) = 2.69 / 3.64
- net charge = +1